[1]
DFT (ωB97M-V with the def2-TZVPD basis set) results for a molecular structure, C12H36F6K3N3O28P4S6 at a distorted geometry.

Structure (ORCA input):
```
! RIJCOSX wB97M-V def2-TZVPD def2/J DEFGRID3
* xyz 0 1
K -6.02903 2.28117 1.41525
K 6.92737 1.29235 -0.96596
K -1.85617 6.71830 0.13260
N -1.36538 1.71418 -0.60637
S -1.49601 0.97348 -2.12947
O -1.70407 -0.40988 -2.24513
O -0.80963 1.59316 -3.25574
F -3.08555 1.34551 -2.48995
S -0.00862 1.03898 -0.27195
O 1.11219 1.36597 -1.13312
O -0.07168 -0.27016 0.34861
F 0.38133 1.86368 1.01239
N 6.44670 6.13700 1.34122
S 6.52821 6.22165 2.98108
O 5.70256 5.25643 3.64476
O 6.95118 7.44317 3.63952
F 7.89248 5.28944 3.06936
S 5.43753 7.26834 1.15674
O 5.80868 8.68985 1.34693
O 4.03040 6.76943 1.44469
F 5.44336 7.13370 -0.43513
N 7.25228 2.78432 -5.87979
S 8.47458 2.50326 -7.04971
O 9.13369 3.72236 -7.44278
O 8.27660 1.35327 -7.95629
F 9.40480 1.93121 -5.91400
S 6.03591 2.79068 -6.82886
O 5.37016 1.53643 -7.06037
O 5.92774 3.76712 -7.89209
F 5.05494 3.34627 -5.78854
C 3.11440 -5.00164 -1.27282
O 3.52769 -5.77976 -0.08285
P 4.25618 -5.06526 1.19359
O 4.71135 -3.70710 0.93487
O 3.31563 -5.32826 2.52576
C 3.40697 -4.49788 3.60453
O 5.47593 -6.13489 1.42879
C 5.29889 -7.45581 1.79727
H 2.05842 -5.09254 -1.52729
H 3.43600 -5.62686 -2.10576
H 3.65236 -4.05790 -1.36244
H 2.43463 -4.01597 3.70657
H 4.17372 -3.74289 3.43080
H 3.61137 -5.14613 4.45664
H 4.35350 -7.92828 2.06394
H 5.99714 -7.43449 2.63399
H 5.77395 -8.04822 1.01531
C -3.10651 6.88312 -7.98063
O -2.62757 8.08270 -8.40904
P -2.30502 9.26031 -7.36149
O -2.23030 8.88909 -5.92827
O -3.32097 10.37383 -7.84887
C -3.76072 10.50786 -9.24201
O -0.91824 9.75985 -8.08908
C 0.31034 9.41305 -7.49766
H -2.32553 6.12889 -7.88413
H -3.92954 6.66838 -8.66226
H -3.54853 6.90184 -6.98445
H -4.83942 10.45306 -9.38862
H -3.32956 9.76528 -9.91341
H -3.37659 11.37270 -9.78293
H 0.27158 10.01891 -6.59238
H 1.12154 9.73578 -8.15026
H 0.25600 8.33036 -7.38398
C -6.24294 -11.62751 -1.31490
O -6.16096 -11.33668 0.11365
P -5.41454 -9.99961 0.61041
O -3.93665 -10.10025 0.43779
O -6.21673 -8.82870 -0.24738
C -5.93204 -7.44421 -0.29148
O -5.84039 -9.75553 2.17119
C -5.71884 -10.78768 3.07706
H -5.66990 -11.02188 -2.01699
H -7.27572 -11.73457 -1.64658
H -5.92868 -12.66997 -1.36624
H -5.38489 -7.09745 -1.16811
H -5.49074 -7.01616 0.60859
H -6.89097 -6.92668 -0.31856
H -5.02092 -11.62447 3.04871
H -6.64016 -11.26876 2.74870
H -5.64753 -10.37566 4.08366
C -4.00503 2.15144 10.43274
O -2.85645 1.51096 9.85929
P -2.93568 0.36589 8.65966
O -3.73631 0.75103 7.42885
O -3.59605 -0.98163 9.48421
C -2.76106 -1.82665 10.21324
O -1.34679 -0.04491 8.45022
C -0.47324 1.02267 8.18609
H -3.98993 1.93195 11.50031
H -4.83027 1.60199 9.97976
H -3.99763 3.22970 10.27347
H -1.82684 -1.28197 10.34980
H -2.61269 -2.74422 9.64391
H -3.25436 -2.01549 11.16671
H -0.80358 1.95132 7.72069
H 0.31327 0.82556 7.45764
H 0.01962 1.23634 9.13454
*
```

Summary:
E: -242272.1092 eV
Frontier orbital gap: 3.75 eV
E_LUMO: -3.782 eV
Relative energy (zero: lowest compared OMol25 entry of this formula, charge and spin): 47.9 kcal/mol
F_max: 7.66 eV Å⁻¹

[2]
DFT (ωB97M-V with the def2-TZVPD basis set) results for a molecular structure, C12H36KO16P4.

Structure (ORCA input):
```
! RIJCOSX wB97M-V def2-TZVPD def2/J DEFGRID3
* xyz 1 1
K 16.37905 -24.50933 24.36408
C 15.01361 -22.87122 27.77961
O 15.53354 -23.86281 28.66252
P 15.73839 -25.36575 28.27145
O 16.25006 -25.60957 26.91815
O 14.34080 -25.98417 28.63175
C 14.18590 -27.40422 28.67395
O 16.73175 -25.89492 29.35605
C 16.48763 -25.71868 30.75736
H 15.75125 -22.07330 27.65115
H 14.13896 -22.40053 28.22519
H 14.77489 -23.27390 26.79671
H 13.79798 -27.69061 29.65229
H 15.11988 -27.94409 28.51724
H 13.45358 -27.70665 27.92785
H 15.87248 -24.83809 30.94258
H 17.44215 -25.57206 31.25376
H 15.98964 -26.59397 31.16967
C 15.09890 -19.93933 24.89933
O 13.88798 -20.21604 24.18593
P 13.64855 -21.69848 23.70536
O 14.15712 -22.74611 24.58405
O 14.28020 -21.79891 22.26600
C 13.97492 -20.78275 21.28022
O 12.10229 -21.65342 23.50859
C 11.46120 -22.75482 22.81236
H 15.09068 -20.41809 25.87839
H 15.13786 -18.86500 25.06408
H 15.98647 -20.25080 24.34920
H 13.43225 -21.26818 20.47008
H 14.92429 -20.42207 20.89702
H 13.36782 -19.98617 21.69890
H 12.11900 -23.61938 22.78320
H 11.20627 -22.40542 21.81549
H 10.55787 -22.97786 23.36930
C 18.84540 -19.34558 24.36690
O 18.51658 -20.03403 25.59079
P 18.83519 -21.55416 25.70369
O 18.00552 -22.45841 24.88679
O 18.72348 -21.73771 27.24314
C 18.74594 -23.05126 27.81192
O 20.36700 -21.63825 25.33708
C 20.98510 -22.87217 24.95863
H 19.85186 -19.57161 24.02806
H 18.71165 -18.28857 24.56546
H 18.14537 -19.62856 23.57662
H 18.38575 -23.81550 27.11838
H 18.08229 -23.07402 28.67183
H 19.75706 -23.30575 28.12786
H 21.29181 -22.81097 23.91585
H 20.32822 -23.72492 25.11778
H 21.88506 -22.99549 25.56072
C 15.05892 -28.30159 21.56100
O 13.71086 -27.83711 21.74739
P 13.43676 -26.31868 22.05830
O 14.29857 -25.73587 23.09749
O 13.44117 -25.54065 20.68979
C 14.56208 -24.76768 20.26758
O 11.89945 -26.29510 22.35994
C 11.40977 -27.11539 23.43214
H 15.78756 -27.48841 21.60834
H 15.13534 -28.75394 20.57668
H 15.29436 -29.00725 22.35148
H 15.13604 -24.40306 21.11950
H 14.19463 -23.89292 19.73219
H 15.17908 -25.34521 19.57922
H 10.63757 -27.78048 23.05456
H 10.98477 -26.46536 24.19549
H 12.18874 -27.72055 23.89548
*
```

Summary:
E: -99275.4863 eV
Frontier orbital gap: 11.03 eV
E_LUMO: -2.136 eV
Relative energy (zero: lowest compared OMol25 entry of this formula, charge and spin): 0.0 kcal/mol
F_max: 0.86 eV Å⁻¹

[3]
DFT (ωB97M-V with the def2-TZVPD basis set) results for 5 unconnected molecules or ions with the total composition C12H36N2O6 at a distorted geometry.

Structure (ORCA input):
```
! RIJCOSX wB97M-V def2-TZVPD def2/J DEFGRID3
* xyz 0 1
C -2.17351 -0.05807 3.88959
O -1.87956 1.30562 4.30416
C -1.27415 1.36176 5.62106
C -1.42154 2.79976 5.99523
C -0.59355 3.97751 5.30494
N -0.97343 2.99648 7.33896
H -3.07894 -0.38024 4.40389
H -1.30732 -0.71972 3.89453
H -2.53694 -0.02309 2.86256
H -1.65580 0.64654 6.34970
H -0.21021 1.12881 5.57793
H -2.47192 3.07083 6.10163
H 0.45288 4.04074 5.60340
H -0.98427 4.96349 5.55651
H -0.75991 3.97654 4.22771
H -0.81698 3.99104 7.41942
H -0.04453 2.63376 7.49920
C 1.07739 -4.36663 -1.94045
O 0.12646 -4.54997 -2.92936
C 0.50476 -4.42174 -4.25214
C -0.64117 -4.56514 -5.24061
C -0.53474 -4.35720 -6.73585
N -1.77480 -3.67354 -4.85595
H 0.54412 -4.25620 -0.99624
H 1.78210 -3.54701 -2.08078
H 1.57469 -5.33399 -1.86962
H 0.88974 -3.40997 -4.37948
H 1.31503 -5.13345 -4.41036
H -0.93102 -5.59685 -5.04149
H -1.52562 -4.51233 -7.16269
H 0.12065 -5.13009 -7.13737
H -0.23519 -3.34269 -6.99877
H -1.75321 -3.95485 -3.88616
H -2.67900 -4.01225 -5.15227
O 4.54250 0.16440 3.84458
C 4.82591 1.45964 4.35018
C 4.52357 2.62463 3.44652
O 4.82945 3.96028 3.92116
H 5.26648 -0.42999 4.05469
H 4.51208 1.44931 5.39396
H 5.87078 1.51526 4.65557
H 3.48348 2.56459 3.12602
H 4.90546 2.55139 2.42823
H 4.83265 4.58221 3.18986
C 0.08706 1.54764 -1.22297
O -0.88400 1.67406 -2.31433
H 0.80792 0.74590 -1.38320
H 0.67790 2.45167 -1.07555
H -0.43324 1.30308 -0.29692
H -1.31465 0.84392 -2.53115
C -3.66252 1.60583 -8.02841
O -4.67005 1.75755 -7.09837
H -3.50285 0.54233 -8.20609
H -3.96708 1.93940 -9.02041
H -2.61431 1.86381 -7.87741
H -4.24697 1.73517 -6.23692
*
```

Summary:
E: -28287.1703 eV
Frontier orbital gap: 9.20 eV
E_LUMO: 0.356 eV
Relative energy (zero: lowest compared OMol25 entry of this formula, charge and spin): 85.7 kcal/mol
Structure (SMILES): COC[C@H](C)N.COC[C@H](C)N.OCCO.CO.CO
F_max: 3.21 eV Å⁻¹

HOMO, respectively: -7.53, -13.16, -8.84 eV.